Run a
Entry from the Open Molecules 2025 dataset: a molecular structure, C46H46BBrClHgN13O3S (the ωB97M-V functional and the def2-TZVPD basis).

Last column: Löwdin charge in e.
Element x y z (Å)
Hg  0.549  -1.492  -0.360  0.989
Br  6.918  -2.886  -1.805  0.712
Cl  1.447  4.824  1.439  0.810
S  -0.070  0.128  -2.180  0.563
O  1.719  -4.091  3.225  0.206
O  -5.004  0.835  -1.822  -0.005
O  1.234  -1.947  3.921  0.211
N  3.173  -1.266  -2.295  0.080
N  1.878  0.136  0.299  -0.090
N  -3.445  1.314  0.402  -0.114
N  1.623  2.120  -2.666  0.041
N  -1.878  -0.113  0.901  0.077
N  2.664  -2.257  1.865  0.079
N  0.275  -3.479  -1.541  -0.052
N  -1.817  -5.027  1.049  0.103
N  -4.051  0.405  1.204  0.109
N  1.995  1.143  -0.647  -0.059
N  -0.669  -3.084  1.026  0.062
N  -0.408  -5.880  -2.912  0.014
N  -1.940  -4.352  2.223  0.021
C  3.287  -0.956  1.946  -0.202
C  -4.598  2.187  -1.643  -0.418
C  0.263  4.514  0.204  -0.575
C  -7.095  2.390  -1.250  -0.044
C  -2.159  0.983  0.243  -0.179
C  -1.029  -4.221  0.336  -0.327
C  4.472  -0.986  2.779  -0.053
C  1.288  1.160  -1.706  -0.912
C  5.245  -2.083  -3.972  -0.122
C  2.923  0.108  1.154  -0.215
C  -2.668  3.697  -2.826  -0.122
C  3.125  2.554  1.643  -0.087
C  5.232  3.707  1.543  -0.094
C  -3.433  2.374  -2.648  -0.099
C  5.852  2.526  1.172  -0.087
C  -5.878  3.037  -1.932  -0.512
C  3.860  3.718  1.776  -0.174
C  -0.548  -4.452  -0.988  -0.252
C  -1.255  -3.211  2.191  -0.196
C  5.110  1.356  1.042  -0.038
C  0.636  -5.243  5.119  0.004
C  4.849  -3.204  1.919  -0.093
C  3.088  -1.120  -3.614  -0.164
C  0.019  -2.606  5.969  0.001
C  4.289  -1.782  -1.791  -0.167
C  3.742  1.356  1.281  -0.169
C  -3.069  -0.434  1.471  -0.219
C  0.373  3.377  -0.580  -0.090
C  0.720  -2.845  4.811  -0.221
C  1.014  -4.140  4.389  -0.211
C  -0.774  5.413  0.013  -0.106
C  -1.654  4.016  -1.754  -0.226
C  5.209  -2.123  2.820  -0.094
C  -5.768  4.475  -1.402  -0.040
C  -1.726  5.158  -0.965  -0.054
C  -4.166  2.427  -0.171  -0.042
C  -6.165  3.081  -3.438  -0.047
C  0.736  -3.763  -2.775  -0.187
C  5.339  -2.192  -2.598  -0.665
C  0.432  -4.916  -3.439  -0.178
C  -0.065  -5.009  6.304  -0.103
C  -0.582  3.147  -1.557  -0.117
C  -0.370  -3.720  6.718  -0.104
C  -0.866  -5.607  -1.710  -0.144
C  3.618  -3.239  1.394  -0.082
C  4.088  -1.520  -4.487  -0.058
B  1.886  -2.717  2.946  -0.657
H  6.108  -2.196  3.419  0.086
H  5.588  -3.939  1.626  0.097
H  -3.353  4.531  -2.970  0.092
H  2.058  2.558  1.822  0.077
H  2.177  -0.655  -3.975  0.081
H  5.808  4.619  1.645  0.094
H  -5.039  2.569  0.458  0.114
H  -4.286  0.249  -1.555  0.104
H  1.375  -3.018  -3.232  0.068
H  3.252  -3.992  0.708  0.123
H  -1.199  -2.516  3.014  0.132
H  -2.539  5.863  -1.106  0.106
H  3.964  -1.395  -5.555  0.102
H  3.363  4.641  2.052  -0.007
H  -5.434  3.685  -3.980  0.081
H  -6.172  2.074  -3.856  0.093
H  -3.221  -1.296  2.099  0.089
H  -6.659  5.028  -1.705  0.087
H  4.789  -0.098  3.314  0.113
H  -7.977  3.009  -1.430  0.085
H  1.179  2.668  -0.426  0.057
H  -3.853  2.108  -3.617  0.112
H  5.595  0.440  0.731  0.116
H  0.882  2.358  -3.304  0.065
H  0.891  -6.242  4.790  0.119
H  -0.912  -3.569  7.642  0.095
H  4.348  -1.871  -0.710  0.084
H  6.917  2.514  0.976  0.096
H  -1.457  1.561  -0.331  0.071
H  -2.700  1.591  -2.423  0.090
H  -2.465  -4.747  2.982  0.148
H  -0.837  6.302  0.627  0.097
H  -7.277  1.395  -1.646  0.086
H  6.048  -2.421  -4.612  0.099
H  2.180  2.891  -2.329  0.098
H  -2.115  3.594  -3.763  0.123
H  -1.538  -6.331  -1.259  0.100
H  -0.219  -1.598  6.284  0.119
H  -0.498  2.254  -2.170  -0.013
H  -3.532  3.309  -0.106  0.126
H  -7.149  3.524  -3.604  0.084
H  -0.370  -5.850  6.914  0.095
H  0.841  -5.113  -4.421  0.076
H  -6.961  2.298  -0.171  0.082
H  -5.718  4.507  -0.313  0.083
H  -4.904  5.007  -1.795  0.063

Values from the calculation:
Spin multiplicity   2
<S²>   0.770
Highest occupied orbital energy (spin up / spin down)   -2.523 / -3.886 eV
Orbital gap (spin up / spin down)   4.7032 / 6.0662 eV
Charge   -1


Run b
Entry from the Open Molecules 2025 dataset: a molecular structure, C46H46BBrClHgN13O3S (the ωB97M-V functional and the def2-TZVPD basis).

Last column: Löwdin charge in e.
Element x y z (Å)
Hg  -1.997  -0.360  0.286  1.000
Br  -3.393  4.353  -3.659  0.718
Cl  1.988  2.849  5.861  0.657
S  -4.366  -1.747  1.129  0.462
O  0.116  -1.762  2.323  0.053
O  -0.330  -3.036  0.488  0.127
O  3.407  0.886  -1.779  -0.003
N  1.548  3.399  -0.653  0.111
N  -1.048  -0.277  -2.700  0.072
N  -2.311  -0.089  3.396  0.124
N  -3.135  4.070  2.155  0.021
N  -3.920  -4.368  0.800  0.019
N  -3.616  1.081  -1.187  0.044
N  -1.666  0.420  6.055  0.073
N  2.131  2.356  -0.024  -0.098
N  -2.902  -1.884  -1.462  -0.076
N  -3.334  -3.083  -0.990  -0.040
N  -2.808  2.002  1.592  0.122
N  -0.009  1.936  0.049  0.076
N  -2.801  3.463  3.307  0.114
C  2.845  1.952  4.644  -0.663
C  -2.610  2.216  2.928  -0.303
C  -1.762  -0.822  5.576  -0.121
C  3.579  2.324  0.068  -0.040
C  1.183  1.494  0.381  -0.142
C  -5.941  -3.724  -4.008  -0.104
C  0.686  -2.998  2.485  -0.226
C  -5.484  -4.132  -5.255  -0.126
C  -3.477  -2.848  -4.906  -0.049
C  0.418  -3.763  1.357  -0.209
C  -2.626  0.099  -4.505  -0.074
C  -2.230  -0.596  -3.326  -0.291
C  4.137  2.322  4.306  -0.101
C  -1.816  1.062  -5.043  -0.135
C  6.521  0.316  -1.496  -0.048
C  6.433  2.360  -0.075  -0.040
C  -1.930  1.400  5.201  -0.094
C  -4.250  -3.679  -5.703  -0.107
C  1.433  -3.480  3.536  -0.010
C  -4.050  3.027  -2.470  -0.674
C  -0.574  1.337  -4.429  -0.132
C  -2.262  1.146  3.870  -0.204
C  -5.169  -2.895  -3.211  -0.037
C  4.240  1.127  -0.651  -0.421
C  4.897  -0.236  1.573  -0.120
C  4.215  0.532  2.679  -0.238
C  -3.041  -1.633  -2.759  -0.250
C  -3.913  -2.444  -3.640  -0.169
C  -5.778  2.085  -1.158  -0.056
C  4.811  1.612  3.321  -0.054
C  2.934  0.162  3.071  -0.036
C  2.233  0.870  4.032  -0.075
C  4.208  -0.164  0.195  -0.098
C  -3.205  2.015  -2.042  -0.205
C  0.905  -5.044  1.223  0.013
C  5.676  1.544  -1.135  -0.510
C  5.560  2.411  -2.397  -0.043
C  -5.360  3.082  -2.028  -0.127
C  0.270  3.107  -0.577  -0.226
C  -3.133  3.185  1.145  -0.157
C  1.924  -4.781  3.414  -0.107
C  -2.086  -1.074  4.252  -0.117
C  -3.791  -3.107  0.212  -0.954
C  -0.266  0.633  -3.276  -0.217
C  1.667  -5.543  2.279  -0.102
C  -4.876  1.110  -0.760  -0.160
B  -0.546  -1.786  1.071  -0.597
H  -6.797  2.067  -0.794  0.104
H  1.634  -2.870  4.408  0.114
H  0.110  2.075  -4.829  0.076
H  6.435  1.873  0.899  0.053
H  4.887  3.258  -2.253  0.087
H  3.880  2.345  1.112  0.116
H  6.010  3.358  0.048  0.087
H  -6.025  3.870  -2.354  0.098
H  -4.620  -4.406  1.522  0.035
H  7.429  0.645  -2.006  0.087
H  -6.911  -4.058  -3.655  0.091
H  -3.933  -5.130  0.139  0.067
H  1.220  0.586  4.288  0.106
H  3.885  3.251  -0.408  0.114
H  -3.334  5.054  2.144  0.148
H  3.637  0.041  -2.181  0.108
H  3.153  -0.420  0.316  0.112
H  7.473  2.478  -0.388  0.089
H  -5.155  0.309  -0.082  0.013
H  -3.883  -3.984  -6.677  0.090
H  4.637  -0.959  -0.419  0.113
H  2.508  -5.204  4.221  0.093
H  -2.176  -2.083  3.865  0.113
H  1.366  0.580  0.921  0.101
H  4.607  3.158  4.804  0.102
H  -3.377  3.445  0.126  0.111
H  -1.865  2.418  5.567  0.105
H  5.942  0.067  1.503  0.094
H  0.689  0.803  -2.787  0.083
H  -2.507  -2.518  -5.255  0.112
H  4.896  -1.294  1.850  0.126
H  -1.573  -1.629  6.275  0.100
H  5.182  1.836  -3.240  0.086
H  -0.487  3.748  -1.001  0.098
H  0.693  -5.626  0.336  0.121
H  5.992  -0.355  -2.176  0.088
H  2.467  -0.696  2.610  0.102
H  -5.535  -2.578  -2.244  0.104
H  -3.581  -0.134  -4.960  0.108
H  -6.082  -4.793  -5.872  0.085
H  -2.123  1.602  -5.932  0.089
H  6.547  2.799  -2.658  0.087
H  6.823  -0.250  -0.613  0.081
H  5.817  1.916  3.050  0.107
H  -2.179  1.957  -2.386  0.079
H  2.075  -6.544  2.212  0.094

Values from the calculation:
Spin multiplicity   2
<S²>   0.776
Highest occupied orbital energy (spin up / spin down)   -1.302 / -3.517 eV
Orbital gap (spin up / spin down)   3.2836 / 5.4975 eV
Charge   -1


Verdict on stability: run b comes out on top.


Run a
Entry from the Open Molecules 2025 dataset: C6H7N3O in the gas phase (the ωB97M-V functional and the def2-TZVPD basis).

Last column: Löwdin charge in e.
Element x y z (Å)
O  -0.925  1.801  -1.407  0.089
N  1.106  -0.739  1.127  0.122
N  -0.226  1.085  0.690  0.085
N  -1.206  3.105  0.430  0.155
C  1.116  -2.709  -0.065  -0.148
C  -0.419  -0.941  -0.796  0.069
C  1.546  -2.021  0.858  -0.207
C  -0.800  1.991  -0.245  -0.636
C  0.066  -2.287  -0.949  0.024
C  0.211  -0.253  0.299  -0.302
H  -0.751  3.304  1.142  -0.035
H  -0.457  -2.731  -1.603  0.029
H  2.436  -2.461  1.377  0.131
H  -1.080  -0.521  -1.285  0.008
H  -1.598  3.994  -0.177  0.205
H  1.423  -3.817  -0.397  0.157
H  -0.607  0.988  1.849  0.255

Values from the calculation:
SMILES string   NC(=O)Nc1ccccn1
Highest occupied orbital energy   -9.227 eV
Orbital gap   9.9549 eV
Charge   0


Run b
Entry from the Open Molecules 2025 dataset: C6H7N3O in the gas phase (the ωB97M-V functional and the def2-TZVPD basis).

Last column: Löwdin charge in e.
Element x y z (Å)
O  3.591  -0.671  0.389  0.098
N  1.256  -0.838  0.050  0.119
N  -0.214  0.902  0.116  0.105
N  2.529  1.207  -0.320  0.185
C  -2.377  -0.954  0.002  -0.017
C  -2.593  0.404  0.135  -0.109
C  0.019  -0.390  -0.035  -0.427
C  -0.985  -1.316  -0.112  -0.010
C  2.573  -0.196  0.064  -0.524
C  -1.539  1.273  0.139  -0.117
H  3.378  1.748  -0.244  0.109
H  -0.785  -2.371  -0.291  0.106
H  -3.126  -1.720  0.019  0.100
H  1.683  1.463  -0.276  -0.069
H  -3.419  0.951  0.162  0.051
H  1.626  -1.880  -0.353  0.247
H  -1.617  2.388  0.556  0.153

Values from the calculation:
SMILES string   NC(=O)Nc1ccccn1
Highest occupied orbital energy   -8.845 eV
Orbital gap   9.3952 eV
Charge   0


Run c
Entry from the Open Molecules 2025 dataset: C6H7N3O in the gas phase (the ωB97M-V functional and the def2-TZVPD basis).

Last column: Löwdin charge in e.
Element x y z (Å)
O  0.651  1.240  -1.583  0.008
N  3.482  -2.244  0.404  0.129
N  2.474  -0.358  -0.856  0.131
N  -0.664  1.635  -1.342  0.115
C  0.911  0.255  -0.704  -0.107
C  -0.143  -0.928  1.336  -0.015
C  -1.090  0.876  -0.373  -0.352
C  -2.478  1.086  0.009  -0.037
C  -0.093  -0.049  0.142  -0.166
C  3.003  -1.355  -0.164  -0.364
H  -1.196  -0.913  1.481  0.058
H  0.480  -0.558  2.060  0.053
H  0.263  -2.026  1.177  0.135
H  -2.749  0.545  0.879  0.044
H  2.921  -0.078  -1.670  0.092
H  -2.680  2.243  0.138  0.131
H  -3.090  0.627  -0.934  0.146

Values from the calculation:
SMILES string   Cc1noc(NC#N)c1C
Highest occupied orbital energy   -9.527 eV
Orbital gap   10.0986 eV
Charge   0


Verdict on stability: run b comes out on top.